[1]
# C2H4Br3PS

A single C2H4Br3PS molecule at a distorted geometry (the ωB97M-V functional and the def2-TZVPD basis, OMol25).

Last column: natural (NBO) charge in e.
Geometry (Å):
S  -0.11603  -1.67576  1.94293  -0.422
P  -0.01408  -0.80711  0.24983  1.075
Br  0.44369  -2.16295  -1.40295  -0.145
C  1.36408  0.50653  0.07459  -0.777
Br  3.13182  -0.36701  0.15477  0.037
C  -1.37676  0.40832  -0.28181  -0.810
Br  -3.09276  -0.16419  0.43291  0.040
H  1.31590  1.03379  -0.91153  0.250
H  1.17360  1.12027  0.94256  0.243
H  -1.63065  0.69488  -1.27227  0.262
H  -1.19880  1.41323  0.07097  0.247

Forces on atoms 1 to 6 (eV/Å):
-0.245 0.259 -0.117
0.834 2.012 -0.738
-0.354 0.070 -0.279
-0.204 -1.566 -0.855
-0.706 0.596 0.165
-0.670 -0.551 1.009

Values from the calculation:
* structure (SMILES): S=P(Br)(CBr)CBr
* spin multiplicity: 1
* E: -232391.0208 eV
* charge: 0
* E_LUMO: 0.08 eV

***

[2]
# C2H4BrCl2Cu

A molecular structure, C2H4BrCl2Cu at a distorted geometry (the ωB97M-V functional and the def2-TZVPD basis, OMol25).

Last column: natural (NBO) charge in e.
Geometry (Å):
Cu  -29.84087  -8.68873  11.04869  0.762
Br  -29.20467  -8.53801  9.06529  -0.691
Cl  -33.69366  -9.85231  9.75537  -0.058
C  -31.99542  -9.47084  9.41105  -0.395
C  -31.87347  -8.95217  7.95723  -0.416
Cl  -32.70915  -7.37573  7.74788  -0.061
H  -31.44397  -10.38518  9.63006  0.228
H  -31.62012  -8.71313  10.09889  0.162
H  -32.09013  -9.68152  7.17672  0.226
H  -30.80498  -8.79548  7.80939  0.245

Forces on atoms 1 to 6 (eV/Å):
-0.272 -0.070 2.288
3.201 0.609 -1.222
-0.380 -0.029 0.392
-0.863 -0.208 -1.079
0.812 -0.352 0.347
0.191 -0.706 -0.023

Values from the calculation:
* spin multiplicity: 1
* E: -141864.9672 eV
* charge: 0
* E_LUMO: -1.57 eV

***

[3]
# C2H4BrClIN

A single C2H4BrClIN molecule at a distorted geometry (the ωB97M-V functional and the def2-TZVPD basis, OMol25).

Last column: natural (NBO) charge in e.
Geometry (Å):
C  -0.19119  1.04825  0.69942  -0.440
N  0.49100  0.25638  -0.36361  -0.544
I  2.53184  -0.03575  0.16169  0.255
C  -0.11442  -0.93860  -0.72076  -0.159
Cl  -1.52827  -0.41462  -1.60567  0.006
Br  -0.54749  -2.16978  0.72790  -0.010
H  0.38120  1.84900  0.80926  0.205
H  -1.02549  1.34705  0.10888  0.219
H  -0.56525  0.63547  1.65670  0.211
H  0.56808  -1.57742  -1.47381  0.258

Forces on atoms 1 to 6 (eV/Å):
-2.177 -2.915 -1.595
2.275 0.234 2.134
-0.792 -0.032 -0.205
1.669 -1.857 -2.290
-1.168 -0.462 -0.560
-0.189 -0.250 0.177

Values from the calculation:
* structure (SMILES): CN(I)[C@H](Cl)Br
* spin multiplicity: 1
* E: -94292.9218 eV
* charge: 0
* E_LUMO: -0.69 eV

***

[4]
# C2H4BrINO3S

A molecular structure, C2H4BrINO3S at a distorted geometry (the ωB97M-V functional and the def2-TZVPD basis, OMol25).

Last column: natural (NBO) charge in e.
Geometry (Å):
C  0.02188  -0.43786  -0.14895  -0.293
C  -0.17178  0.85019  0.51683  -0.730
N  -0.94207  -1.20276  -3.99608  -0.940
O  -0.72056  -0.34429  2.79281  -1.007
O  1.64883  -0.15389  2.20508  -1.013
O  0.32585  1.86278  2.97211  -0.991
S  0.31793  0.50575  2.34038  2.384
Br  0.48651  -2.12590  -4.82296  0.060
I  -0.47395  0.05515  -2.49685  0.632
H  0.95883  -0.89899  -0.22937  0.236
H  -0.84040  -0.92720  0.06641  0.206
H  -1.15132  1.33924  0.64910  0.243
H  0.54025  1.47777  0.15148  0.212

Forces on atoms 1 to 6 (eV/Å):
-1.415 2.036 -1.415
-0.080 -0.747 1.840
-0.489 -0.259 0.153
-1.684 -1.393 0.646
-1.685 1.030 0.187
0.121 -2.169 -1.241

Values from the calculation:
* spin multiplicity: 1
* E: -98747.2752 eV
* charge: -1
* E_LUMO (alpha / beta): 1.92 / 1.92 eV

***

[5]
# C2H4BrN

A single C2H4BrN molecule at a distorted geometry (the ωB97M-V functional and the def2-TZVPD basis, OMol25).

Last column: natural (NBO) charge in e.
Geometry (Å):
C  0.86068  -0.98115  -0.08162  -0.058
N  0.65815  0.18516  0.19839  -0.375
C  -0.76074  0.82338  -0.06350  -0.381
Br  -2.38545  -0.12591  0.00594  0.027
H  1.87937  -1.31657  0.11394  0.181
H  0.13052  -1.53624  -0.54158  0.156
H  -0.70306  1.70415  0.62586  0.228
H  -0.73781  1.24290  -1.14799  0.221

Forces on atoms 1 to 6 (eV/Å):
2.150 -1.170 0.095
-3.019 4.332 0.685
3.593 1.875 -1.423
-0.393 -0.731 0.389
-0.201 -0.538 -0.212
-1.608 -2.097 -0.944

Values from the calculation:
* structure (SMILES): C=NCBr
* spin multiplicity: 1
* E: -73669.8536 eV
* charge: 0
* E_LUMO: 0.89 eV

***

[6]
# C2H4BrN3O5S

A single C2H4BrN3O5S molecule at a distorted geometry (the ωB97M-V functional and the def2-TZVPD basis, OMol25).

Last column: natural (NBO) charge in e.
Geometry (Å):
C  -0.10541  -1.42561  -0.03906  -0.463
N  -0.78663  -0.13604  0.00069  -0.437
O  -2.16582  -0.25823  -0.48194  -0.225
N  -2.60854  0.71871  -1.25091  0.400
O  -1.94707  1.65338  -1.51540  -0.280
S  -0.93131  0.67173  1.49810  2.453
O  -1.80842  1.78450  1.29397  -0.906
O  -1.09885  -0.22609  2.56929  -0.883
O  0.58247  1.26017  1.51345  -0.568
N  0.83596  1.76043  0.19972  -0.171
C  0.56709  2.94427  0.02329  -0.010
Br  1.00638  3.59131  -1.61975  0.130
H  -0.81016  -2.05620  0.56586  0.225
H  0.06897  -1.73878  -1.18861  0.240
H  0.98644  -1.25811  0.34283  0.255
H  0.27685  3.83600  0.69009  0.240

Forces on atoms 1 to 6 (eV/Å):
0.787 -0.187 -1.207
-0.686 1.402 -0.240
1.871 -1.353 1.334
-1.745 1.706 -1.955
0.461 -0.896 0.632
0.189 0.937 -1.468

Values from the calculation:
* structure (SMILES): CN(ON=O)S(=O)(=O)O/N=C/Br
* spin multiplicity: 1
* E: -97716.0724 eV
* charge: 0
* E_LUMO: 0.32 eV

***

- The lowest charge belongs to which entry?
  C2H4BrINO3S

***

- charge of number 2 (C2H4BrCl2Cu)?
  0

***

- Among the records above, which one has the lowest charge?
  C2H4BrINO3S